No. 1
Here is a cluster of 5 separate species, C21H48N6O11P2 in total at a distorted geometry from the OMol25 dataset. Energies are from ωB97M-V/def2-TZVPD.

- E_tot (eV) = -72596.7529
- SMILES = CN(C)P(=O)(N(C)C)N(C)C.CN(C)P(=O)(N(C)C)N(C)C.O=C1OCCO1.O=C1OCCO1.O=C1OCCO1
- E_HOMO (eV) = -7.97

Cartesian coordinates (Å):
P1 -19.83602 -14.51251 -20.48674
P2 -22.64156 -13.76412 -14.07339
O1 -23.09501 -9.83008 -19.03048
O2 -23.96924 -11.52875 -20.12445
O3 -26.87939 -13.53466 -18.49101
O4 -25.16843 -9.52621 -20.04661
O5 -25.61307 -15.19540 -19.37780
O6 -23.61861 -9.98703 -24.24827
O7 -26.47812 -13.39474 -20.65680
O8 -21.71148 -11.05478 -24.44552
O9 -22.75768 -13.29572 -12.68756
O10 -20.29697 -13.49546 -19.47613
O11 -22.14020 -9.31908 -25.88572
N1 -18.58369 -13.85115 -21.51521
N2 -24.06092 -14.45124 -14.83304
N3 -19.18321 -15.96782 -19.87104
N4 -22.30202 -12.45636 -15.13010
N5 -21.45499 -14.96214 -14.47009
N6 -21.20078 -15.01203 -21.45008
C1 -27.57807 -12.40778 -18.91802
C2 -20.81793 -15.13118 -15.78104
C3 -19.15190 -17.20859 -20.68234
C4 -23.67317 -11.06694 -23.33426
C5 -24.32377 -14.55902 -16.33012
C6 -27.43601 -12.34528 -20.46397
C7 -24.19160 -10.21646 -19.73484
C8 -21.02650 -15.89824 -13.36634
C9 -17.70863 -14.66923 -22.33837
C10 -22.20382 -11.35117 -23.18005
C11 -26.31013 -14.12631 -19.54046
C12 -20.92306 -11.82889 -15.15296
C13 -18.98710 -16.22997 -18.48733
C14 -22.82887 -12.03130 -19.54194
C15 -21.13813 -15.44295 -22.84905
C16 -23.32079 -11.39061 -15.21146
C17 -25.12548 -15.17122 -14.02449
C18 -22.09478 -10.81015 -19.10005
C19 -22.46696 -10.04419 -24.96845
C20 -18.24983 -12.45499 -21.43358
C21 -22.41851 -15.50627 -20.76769
H1 -25.21272 -16.14929 -14.49763
H2 -25.08717 -15.28511 -16.60960
H3 -21.81455 -10.71217 -22.38744
H4 -21.89853 -12.36579 -22.92424
H5 -21.86839 -16.42777 -12.92034
H6 -24.82913 -15.34295 -12.98970
H7 -20.67084 -11.33687 -14.21360
H8 -27.17261 -11.31851 -20.71786
H9 -21.96515 -15.13015 -23.48646
H10 -22.49883 -15.13942 -19.74442
H11 -18.04616 -16.75920 -18.33687
H12 -22.26757 -12.56202 -20.31096
H13 -24.29818 -11.87127 -23.72221
H14 -24.34354 -11.76497 -15.16760
H15 -18.19945 -15.55508 -22.74144
H16 -26.08645 -14.65691 -14.03549
H17 -21.03909 -14.32658 -16.48232
H18 -23.37328 -14.82208 -16.79431
H19 -17.35135 -12.18713 -21.98955
H20 -21.25182 -10.54530 -19.73831
H21 -24.49639 -13.58863 -16.79558
H22 -18.23354 -17.15642 -21.26714
H23 -18.09716 -12.17313 -20.39178
H24 -21.05875 -16.05252 -16.31136
H25 -19.74849 -15.17821 -15.57566
H26 -21.12257 -16.53186 -22.80293
H27 -19.00247 -18.07044 -20.03196
H28 -17.29130 -14.01922 -23.10742
H29 -28.26898 -12.74225 -21.04422
H30 -27.05697 -11.54476 -18.50359
H31 -20.33413 -16.64153 -13.76162
H32 -19.99546 -17.38826 -21.34884
H33 -22.41199 -16.59566 -20.80344
H34 -20.84624 -11.03735 -15.89840
H35 -28.59807 -12.53893 -18.55676
H36 -20.46475 -15.29705 -12.65142
H37 -20.24010 -15.00545 -23.28520
H38 -22.89676 -12.67946 -18.66823
H39 -24.15910 -10.80084 -22.39556
H40 -21.69728 -11.00976 -18.10493
H41 -19.76895 -16.86012 -18.06339
H42 -23.26210 -15.13158 -21.34739
H43 -20.13956 -12.49084 -15.52181
H44 -18.94586 -15.33971 -17.85976
H45 -23.27368 -10.77021 -14.31648
H46 -23.17099 -10.77489 -16.09833
H47 -19.10377 -11.83138 -21.69815
H48 -16.88098 -14.93359 -21.68019

***

No. 2
Here is a cluster of 4 separate species, C21H48O11S2 in total from the OMol25 dataset. Energies are from ωB97M-V/def2-TZVPD.

- E_tot (eV) = -66745.7765
- SMILES = COCC(=O)O[C@@H](CCCCS(=O)(=O)O)S(C)(=O)=O.CCOCC.CCOCC.CCOCC
- E_HOMO (eV) = -9.56

Cartesian coordinates (Å):
S1 -5.97517 4.34034 -2.21325
S2 -1.71200 1.00177 -2.43215
O1 -0.48166 0.27672 -2.24891
O2 -1.80901 4.40829 -1.16324
O3 -7.02403 5.53986 -2.38888
O4 -2.19395 -4.50975 -3.29231
O5 -1.70815 2.16101 -3.28838
O6 -1.25542 2.38516 -0.29774
O7 -6.69515 3.10177 -2.19991
O8 5.87595 -2.17900 6.79377
O9 0.98403 4.98173 -0.96240
O10 -4.93622 4.53156 -3.17957
O11 2.25411 -1.45768 1.19378
C1 -5.39829 3.55015 0.39666
C2 2.45690 0.45424 2.73742
C3 7.20564 -3.09478 4.93058
C4 -1.33630 -4.57002 -2.16329
C5 -0.24072 -3.52038 -2.16698
C6 -2.27652 1.53674 -0.78897
C7 -0.87623 -6.03091 -4.71643
C8 3.77332 -3.28698 6.13211
C9 6.74308 -3.21744 6.37231
C10 0.49395 3.71526 -1.29957
C11 0.79572 5.98676 -1.94557
C12 -3.69800 2.09181 -0.79487
C13 -2.94963 -0.11876 -3.00804
C14 -0.97621 3.57872 -0.95769
C15 1.69225 -0.72841 0.11361
C16 4.66179 -2.05617 6.07563
C17 -4.04059 2.85532 0.48403
C18 3.11628 -0.72706 2.04600
C19 -1.57257 -4.69125 -4.55355
C20 2.70771 -0.14072 -0.84904
C21 -5.40394 4.74387 -0.56703
H1 3.16503 0.92062 3.42406
H2 -1.99848 -4.41287 -1.31098
H3 -4.37956 1.23998 -0.86966
H4 0.32810 -3.57100 -1.23745
H5 0.56616 3.52175 -2.37710
H6 4.23670 -4.15173 5.65567
H7 -6.16340 2.83888 0.08280
H8 3.54565 -3.54799 7.16645
H9 1.06398 -1.44479 -0.41413
H10 0.82565 5.56082 -2.95296
H11 3.34262 0.60970 -0.37472
H12 -3.26533 3.58686 0.69684
H13 1.02569 0.05920 0.48485
H14 -2.87341 -1.06577 -2.47807
H15 -4.40482 5.15613 -0.71818
H16 3.44531 -1.45169 2.79278
H17 -0.87330 -3.87308 -4.76153
H18 2.17793 0.33810 -1.67349
H19 -1.57405 -6.85039 -4.53990
H20 -0.15861 6.49911 -1.81157
H21 -4.06930 2.15667 1.32581
H22 -5.67049 3.91311 1.38810
H23 -7.17701 5.67208 -3.33780
H24 -2.71668 -0.24854 -4.06494
H25 4.85663 -1.77813 5.03273
H26 2.13358 1.21767 2.02876
H27 3.35093 -0.92320 -1.25498
H28 7.59966 -3.14776 7.04303
H29 1.61129 6.69998 -1.83646
H30 -2.22376 0.62956 -0.18297
H31 2.83648 -3.08725 5.60985
H32 6.38020 -3.18758 4.22366
H33 -6.05418 5.54063 -0.21490
H34 1.58563 0.12692 3.30686
H35 4.15015 -1.21184 6.53852
H36 6.28330 -4.19810 6.54070
H37 -3.84774 2.70616 -1.68584
H38 -0.66322 -2.51762 -2.25676
H39 7.92052 -3.88764 4.70633
H40 0.46272 -3.65545 -2.98968
H41 -2.38620 -4.60755 -5.27463
H42 7.69212 -2.13278 4.76418
H43 -0.48672 -6.11991 -5.73142
H44 1.07180 2.96060 -0.76861
H45 -0.03567 -6.14327 -4.03077
H46 -3.93955 0.32106 -2.91289
H47 4.01090 -0.39904 1.50394
H48 -0.90819 -5.57244 -2.05169

***

Question: The highest E_tot belongs to which entry?
Answer: C21H48O11S2

***

Question: Among the records above, which one has the lowest E_tot?
Answer: C21H48N6O11P2

***

Question: The highest E_tot belongs to which entry?
Answer: C21H48O11S2

***

Question: Look up the E_tot of the first one.
Answer: -72596.7529 eV